Arrangement 1

{"formula": "C9H14", "method": "the ωB97M-V functional and the def2-TZVPD basis", "elements": ["C", "C", "C", "C", "C", "C", "C", "H", "H", "H", "H", "H", "H", "H", "H", "C", "C", "H", "H", "H", "H", "H", "H"], "coordinates": [[-2.753, -0.195, 0.691], [-1.349, -0.077, 1.282], [-1.268, 0.240, 2.646], [-0.003, 0.423, 3.202], [1.060, -0.010, 2.414], [0.974, -0.549, 1.162], [-0.256, -0.479, 0.498], [-3.519, -0.317, 1.453], [-2.825, -0.992, -0.044], [-2.978, 0.774, 0.231], [-2.210, 0.286, 3.169], [0.105, 0.787, 4.213], [2.018, 0.075, 2.925], [1.857, -1.053, 0.790], [-0.379, -0.863, -0.502], [1.456, -0.490, -2.809], [1.461, 0.966, -3.178], [0.790, -0.992, -3.523], [2.366, -1.081, -2.908], [1.062, -0.658, -1.814], [2.350, 1.284, -3.724], [0.648, 1.267, -3.844], [1.391, 1.656, -2.333]], "spin_multiplicity": 1, "homo_ev": -8.94}

Arrangement 2

{"formula": "C9H14", "method": "the ωB97M-V functional and the def2-TZVPD basis", "elements": ["C", "C", "C", "C", "C", "C", "C", "H", "H", "H", "H", "H", "H", "H", "H", "C", "C", "H", "H", "H", "H", "H", "H"], "coordinates": [[1.538, 1.873, -0.431], [1.134, 0.690, 0.413], [0.463, 0.845, 1.616], [0.375, -0.183, 2.531], [0.878, -1.450, 2.243], [1.422, -1.628, 0.982], [1.560, -0.591, 0.070], [0.705, 2.505, -0.751], [2.195, 1.579, -1.244], [2.156, 2.477, 0.237], [-0.141, 1.726, 1.779], [-0.047, -0.006, 3.514], [0.845, -2.281, 2.929], [1.666, -2.638, 0.688], [2.062, -0.741, -0.880], [-1.698, 0.286, -2.065], [-2.559, -0.813, -1.390], [-1.483, 0.102, -3.105], [-2.136, 1.242, -1.815], [-0.678, 0.266, -1.653], [-3.568, -0.446, -1.219], [-2.549, -1.694, -2.020], [-2.139, -1.120, -0.431]], "spin_multiplicity": 1, "homo_ev": -9.02}

Arrangement 3

{"formula": "C9H14", "method": "the ωB97M-V functional and the def2-TZVPD basis", "elements": ["C", "C", "C", "C", "C", "C", "C", "H", "H", "H", "H", "H", "H", "H", "H", "C", "C", "H", "H", "H", "H", "H", "H"], "coordinates": [[-0.977, 0.983, -3.037], [0.007, 1.095, -1.895], [-0.390, 1.971, -0.869], [0.261, 1.890, 0.349], [1.360, 1.053, 0.556], [1.811, 0.337, -0.532], [1.078, 0.230, -1.718], [-1.307, 1.963, -3.370], [-1.796, 0.349, -2.690], [-0.623, 0.415, -3.874], [-1.028, 2.837, -0.982], [-0.104, 2.452, 1.203], [1.780, 0.741, 1.501], [2.707, -0.277, -0.526], [1.333, -0.266, -2.640], [-1.201, -2.333, 2.429], [0.158, -1.664, 2.182], [-1.862, -1.546, 2.781], [-1.574, -2.804, 1.528], [-1.118, -3.178, 3.112], [0.071, -0.581, 2.078], [0.690, -2.010, 1.307], [0.723, -1.657, 3.106]], "spin_multiplicity": 1, "homo_ev": -8.96}

It is arrangement 3 that is the least stable of them.

Arrangement 1

{"formula": "C7H14N2", "method": "the ωB97M-V functional and the def2-TZVPD basis", "elements": ["C", "C", "C", "C", "N", "C", "N", "H", "H", "H", "H", "H", "H", "H", "H", "C", "C", "H", "H", "H", "H", "H", "H"], "coordinates": [[0.541, -1.460, -1.822], [1.879, -1.080, -1.289], [1.677, -0.290, -0.072], [2.544, 0.610, 0.616], [1.983, 1.032, 1.862], [0.985, 0.112, 2.069], [0.734, -0.625, 0.902], [0.300, -2.526, -1.641], [0.281, -1.046, -2.761], [-0.273, -0.917, -1.216], [2.647, -1.913, -1.203], [2.099, -0.369, -2.052], [3.249, 1.452, 0.148], [2.094, 1.611, 2.571], [0.300, 0.111, 2.835], [-2.861, -0.081, 0.246], [-2.511, 1.420, -0.053], [-3.132, -0.309, 1.368], [-3.640, -0.578, -0.364], [-1.833, -0.494, 0.081], [-2.518, 1.639, -1.127], [-1.479, 1.650, 0.270], [-3.066, 2.054, 0.632]], "spin_multiplicity": 1, "homo_ev": -8.56}

Arrangement 2

{"formula": "C7H14N2", "method": "the ωB97M-V functional and the def2-TZVPD basis", "elements": ["C", "C", "C", "C", "C", "C", "N", "N", "C", "H", "H", "H", "H", "H", "H", "H", "H", "H", "H", "H", "H", "H", "H"], "coordinates": [[2.535, -0.013, 0.156], [1.058, -0.043, -0.009], [0.114, -1.011, -0.025], [0.098, -2.483, -0.222], [-1.008, -0.006, -0.108], [-1.861, -0.004, -1.359], [-1.801, 0.107, 1.056], [0.220, 1.065, -0.209], [0.337, 2.256, 0.591], [2.933, -1.024, 0.118], [2.810, 0.433, 1.113], [2.990, 0.582, -0.636], [-0.582, -2.959, 0.486], [1.097, -2.891, -0.080], [-0.236, -2.741, -1.230], [-1.219, -0.001, -2.236], [-2.506, 0.872, -1.385], [-2.481, -0.898, -1.373], [-1.246, 0.063, 1.903], [-2.376, 0.942, 1.059], [-0.370, 3.002, 0.225], [0.147, 2.090, 1.665], [1.347, 2.663, 0.500]], "spin_multiplicity": 1, "homo_ev": -7.37}

Arrangement 3

{"formula": "C7H14N2", "method": "the ωB97M-V functional and the def2-TZVPD basis", "elements": ["C", "C", "C", "C", "C", "C", "C", "N", "N", "H", "H", "H", "H", "H", "H", "H", "H", "H", "H", "H", "H", "H", "H"], "coordinates": [[0.020, -1.692, -1.084], [-0.578, -0.910, 0.064], [-1.099, -1.795, 1.166], [-0.881, 0.433, -0.019], [-2.026, 1.131, 0.662], [0.091, 1.256, -0.671], [1.420, 1.011, -0.404], [1.941, 0.591, 0.817], [2.389, 1.540, -1.221], [0.146, -1.088, -1.987], [0.987, -2.124, -0.809], [-0.644, -2.522, -1.361], [-1.961, -2.387, 0.844], [-1.387, -1.232, 2.057], [-0.310, -2.491, 1.477], [-2.903, 1.124, 0.005], [-1.793, 2.173, 0.900], [-2.321, 0.665, 1.606], [-0.221, 1.955, -1.444], [1.209, 0.351, 1.478], [2.539, 1.309, 1.214], [3.275, 1.063, -1.102], [2.107, 1.641, -2.187]], "spin_multiplicity": 1, "homo_ev": -6.99}

Arrangement 4

{"formula": "C7H14N2", "method": "the ωB97M-V functional and the def2-TZVPD basis", "elements": ["C", "C", "C", "C", "C", "N", "C", "C", "N", "H", "H", "H", "H", "H", "H", "H", "H", "H", "H", "H", "H", "H", "H"], "coordinates": [[-2.239, 0.381, 0.818], [-1.067, -0.114, 0.055], [-0.550, -1.529, 0.416], [0.861, -1.624, -0.207], [1.299, -0.125, -0.303], [1.974, 0.243, 0.981], [0.113, 0.531, -0.460], [0.286, 1.995, -0.344], [-0.820, 0.002, -1.327], [-2.080, 0.084, 1.978], [-2.170, 1.676, 0.794], [-3.199, 0.005, 0.149], [-0.642, -1.815, 1.377], [-1.291, -2.251, -0.295], [0.967, -1.997, -1.300], [1.606, -2.218, 0.176], [1.961, 0.009, -1.194], [2.488, 1.108, 0.856], [1.478, 0.422, 2.022], [1.154, 2.076, 0.653], [-0.760, 2.626, -0.070], [0.882, 2.568, -1.085], [-0.691, -1.098, -1.489]], "spin_multiplicity": 1, "homo_ev": -8.75}

It is arrangement 4 that is the least stable of them.

Arrangement 1

{"formula": "C7H14N2", "method": "the ωB97M-V functional and the def2-TZVPD basis", "elements": ["C", "C", "C", "N", "C", "N", "H", "H", "H", "H", "H", "H", "C", "C", "C", "H", "H", "H", "H", "H", "H", "H", "H"], "coordinates": [[-1.311, 2.952, -1.355], [-1.471, 1.515, -1.172], [-1.312, 0.699, 0.018], [-1.665, -0.614, -0.372], [-2.070, -0.549, -1.769], [-1.920, 0.713, -2.139], [-0.459, 3.438, -0.937], [-2.231, 3.693, -1.038], [-1.062, 3.234, -2.356], [-1.309, 1.064, 1.026], [-1.682, -1.303, 0.321], [-2.526, -1.423, -2.255], [1.857, 0.089, 1.292], [1.637, -1.209, 0.527], [1.711, -2.505, 1.285], [2.943, 0.002, 1.766], [1.199, 0.020, 2.092], [1.866, 1.081, 0.775], [0.602, -1.267, 0.109], [2.052, -1.080, -0.396], [2.004, -2.204, 2.291], [0.794, -3.158, 1.431], [2.353, -3.187, 0.855]], "spin_multiplicity": 1, "homo_ev": -8.30}

Arrangement 2

{"formula": "C7H14N2", "method": "the ωB97M-V functional and the def2-TZVPD basis", "elements": ["C", "C", "C", "N", "C", "C", "N", "C", "C", "H", "H", "H", "H", "H", "H", "H", "H", "H", "H", "H", "H", "H", "H"], "coordinates": [[2.067, -0.404, -2.853], [1.538, -0.942, -1.571], [0.616, 0.105, -1.046], [-0.342, -0.244, -0.125], [-0.049, -1.124, 1.008], [-0.985, -0.814, 1.950], [-1.883, 0.198, 1.536], [-2.016, 1.030, 2.839], [-1.341, 0.827, 0.328], [2.204, -1.085, -3.821], [1.302, 0.601, -3.211], [3.133, 0.009, -2.519], [2.487, -1.362, -0.851], [0.868, -1.862, -1.868], [1.407, 1.098, -0.887], [0.112, 0.588, -1.952], [0.742, -1.941, 0.964], [-1.089, -1.275, 2.973], [-2.717, 1.909, 2.476], [-2.246, 0.418, 3.726], [-1.009, 1.666, 2.926], [-1.987, 0.829, -0.598], [-0.812, 1.774, 0.574]], "spin_multiplicity": 1, "homo_ev": -7.03}

It is arrangement 2 that is the least stable of them.